{"formula": "C4H11BrFeNO", "method": "ωB97M-V/def2-TZVPD", "symbols": ["Fe", "Br", "C", "C", "C", "O", "C", "N", "H", "H", "H", "H", "H", "H", "H", "H", "H", "H", "H"], "positions_angstrom": [[11.02574, -10.59436, -14.06984], [11.26365, -8.39380, -15.57802], [9.52987, -12.92537, -17.45383], [9.83729, -11.81186, -16.45240], [8.59539, -11.34650, -15.77876], [8.98243, -10.47178, -14.70914], [7.92271, -9.68651, -14.13917], [10.80783, -12.31637, -15.42865], [9.01501, -13.75623, -16.95256], [10.41960, -13.32499, -17.93591], [8.79713, -12.65326, -18.21644], [10.29404, -10.99798, -17.01876], [8.01302, -12.18991, -15.38614], [7.91560, -10.85664, -16.48067], [7.16009, -10.28487, -13.64496], [7.46050, -9.11173, -14.94485], [8.36448, -8.99074, -13.43186], [10.38290, -13.16246, -15.03344], [11.60219, -12.66298, -15.96195]], "atomic_forces_ev_per_a": [[0.34, -0.82, 0.31], [-0.21, 0.62, -0.22], [-0.82, -0.58, 0.22], [0.23, -0.79, -1.13], [-0.83, -0.29, 0.07], [0.42, -0.02, -0.31], [-0.33, 0.74, -0.11], [-1.07, 0.01, -0.38], [0.33, -0.01, 0.16], [0.06, 0.17, -0.04], [0.32, 0.45, -0.10], [0.23, 0.15, 0.36], [0.21, 0.04, 0.31], [0.24, 0.31, 0.01], [0.23, -0.32, -0.01], [0.01, -0.06, 0.01], [0.10, -0.15, 0.10], [0.08, 0.16, 0.27], [0.46, 0.39, 0.46]], "e_homo_ha": [-0.28116, -0.57051], "spin_multiplicity": 9, "total_charge": 1, "s2": 20.007, "e_lumo_ev": [-2.67, -8.46]}

---

{"formula": "C4H11BrIN4", "method": "ωB97M-V/def2-TZVPD", "symbols": ["C", "C", "C", "C", "N", "N", "N", "N", "Br", "I", "H", "H", "H", "H", "H", "H", "H", "H", "H", "H", "H"], "positions_angstrom": [[0.33925, 0.21944, -1.52245], [1.01854, 0.02487, 0.84685], [1.21770, -1.93026, -0.87971], [0.46983, 1.37829, 0.58183], [0.89952, -0.69496, -0.56556], [2.34972, -0.10528, 1.32178], [-0.49033, 1.77731, 1.61653], [-0.14931, 1.31815, -0.68340], [1.89344, -3.19753, 0.22822], [-2.98937, -2.23049, -0.24230], [1.25039, 0.36953, -2.11082], [-0.66223, -0.05606, -2.14947], [0.26911, -0.49801, 1.51630], [0.94034, -2.28746, -1.85558], [1.30598, 2.09551, 0.56497], [2.82932, 0.79763, 1.38422], [2.46919, -0.87978, 1.90381], [-0.76987, 2.72141, 1.49271], [-1.41459, 1.31983, 1.54802], [0.01875, 2.03249, -1.40774], [-3.53148, -3.74470, -0.33409]], "atomic_forces_ev_per_a": [[-2.19, -0.28, -0.82], [0.19, -2.83, 0.95], [-1.28, 2.53, 0.84], [-0.14, 2.10, 0.73], [-0.21, -3.35, 0.90], [-1.57, 2.24, -1.83], [0.08, -0.88, 0.25], [-0.04, -0.43, -4.03], [0.20, -0.07, 0.37], [0.02, -0.04, -0.02], [-0.58, 0.94, -0.82], [2.87, -0.35, 1.18], [0.85, 0.12, -0.90], [0.15, 0.06, -0.43], [-0.19, 0.05, 0.40], [0.11, -1.14, 0.56], [0.86, -0.53, 1.33], [0.33, 1.24, -0.05], [0.97, -0.43, -0.26], [-0.49, 0.96, 1.63], [0.08, 0.10, 0.00]], "e_homo_ha": -0.47944, "total_charge": 1, "e_lumo_ev": -4.64}

---

{"formula": "C4H11BrN2", "method": "ωB97M-V/def2-TZVPD", "symbols": ["C", "C", "C", "C", "N", "N", "Br", "H", "H", "H", "H", "H", "H", "H", "H", "H", "H", "H"], "positions_angstrom": [[-0.00749, 0.97872, -0.26596], [2.51221, -0.89618, 0.05294], [2.46651, -2.16492, 0.52551], [-0.99358, 1.04160, 0.54704], [3.26804, -0.07760, -0.47331], [-2.36622, 1.69667, 0.17376], [-5.14318, -0.42670, -0.27487], [0.17839, 0.84760, -1.34089], [3.37375, -2.76609, 0.09808], [1.54079, -2.57455, 0.43726], [2.69587, -2.17097, 1.57179], [-0.95228, 0.99451, 1.59457], [4.22504, -0.21622, -0.82619], [3.17479, 0.88644, -0.57954], [-6.01916, -0.36110, -1.34532], [-2.65447, 2.33836, 0.88386], [-2.41091, 2.03419, -0.80290], [-2.88810, 0.83624, 0.02418]], "atomic_forces_ev_per_a": [[0.07, -0.99, -1.69], [-0.74, 2.27, 0.17], [4.06, -2.49, -0.04], [-1.02, 2.45, -0.25], [2.67, -0.13, -1.12], [2.10, -2.47, -2.12], [0.68, -0.15, 0.96], [0.13, 0.50, 0.61], [-1.66, 0.44, 0.32], [-2.57, -1.73, -0.58], [0.11, 0.33, 1.05], [0.13, -0.47, 1.34], [0.12, -1.20, 0.17], [-1.54, 2.24, 0.09], [-0.59, 0.14, -0.90], [-0.77, 0.48, 0.43], [0.40, 0.81, 0.67], [-1.57, -0.04, 0.89]], "e_homo_ha": [-0.61705, -0.61706], "spin_multiplicity": 3, "total_charge": 2, "s2": 2.018, "e_lumo_ev": [-7.52, -9.93]}

---

{"formula": "C4H11BrNO", "method": "ωB97M-V/def2-TZVPD", "symbols": ["C", "C", "C", "Br", "C", "N", "O", "H", "H", "H", "H", "H", "H", "H", "H", "H", "H", "H"], "positions_angstrom": [[-0.24506, -1.05320, -1.34731], [0.20458, 0.32194, -0.86935], [-1.12294, 1.14440, -0.51768], [1.45983, 1.19086, -2.18261], [1.23786, 0.11378, 0.44806], [0.35784, -0.35557, 1.53388], [1.72026, 1.39207, 1.00531], [0.54136, -1.62203, -1.79529], [-0.77227, -1.62401, -0.48838], [-0.94121, -1.03342, -2.15520], [-0.85713, 2.09057, -0.04802], [-1.76137, 1.16635, -1.38917], [-1.59727, 0.42587, 0.07354], [2.01412, -0.73752, 0.24401], [-0.05360, 0.40906, 1.96396], [-0.30213, -1.14575, 1.31930], [0.89625, -0.80668, 2.28538], [1.65492, 1.94298, 0.27072]], "atomic_forces_ev_per_a": [[-0.16, -0.51, 1.29], [0.82, 0.21, 0.94], [3.18, -0.52, -1.07], [-1.00, -0.37, 0.60], [-0.49, 1.05, -1.65], [0.85, -3.98, 0.82], [-0.67, -4.52, 0.71], [0.84, -0.60, 0.34], [0.87, 0.64, -1.41], [-0.88, 0.57, -0.39], [-0.62, -0.01, -0.08], [0.19, 0.67, -0.38], [-1.19, -0.55, 1.69], [-1.13, 1.99, 0.26], [-1.58, 2.08, 0.88], [0.31, 1.28, -0.37], [0.41, 0.37, -0.03], [0.25, 2.18, -2.13]], "e_homo_ha": -0.52590, "total_charge": 1, "smiles": "CC(C)(Br)[C@H]([NH3+])O", "e_lumo_ev": -3.71}